C37H55AsN2O8ReSSe | the ωB97M-V functional and the def2-TZVPD basis

Results
Relative energy (zero: lowest compared OMol25 entry of this formula, charge and spin): 16.84 kcal per mole
DFT total energy: -7268.08556 Ha
⟨S²⟩: 0.755
Net charge: 0
Kohn-Sham gap (alpha / beta): 6.0943 / 6.8066 eV
M: 1028.0 g mol⁻¹
Spin multiplicity: 2
Lowest unoccupied orbital energy (alpha / beta): -0.0467 / -0.0330 Eh

Each line ends with the Mulliken charge.
Positions of all 106 atoms, in Å:
C 0.0675 -0.8869 -2.0570  -0.153
O 0.4586 3.2357 -1.1485  -0.891
H 3.4038 0.1413 0.8342  0.148
H -1.9661 0.3588 5.3941  0.429
O 1.4097 3.1026 1.3396  -0.572
C -1.2466 4.2197 0.9387  -0.439
C -3.3422 3.6958 1.9946  -0.721
H -2.9828 -0.8055 3.8178  0.547
C -1.1443 -0.3453 5.2494  -2.529
O 0.5923 5.1603 2.8545  -0.671
H 4.0484 0.4442 -1.9634  -0.199
H -1.5462 -1.3602 5.2816  0.453
H 1.4243 -4.2971 -5.6326  0.404
H -1.7366 -5.5085 -4.1266  0.453
H -3.5657 -0.5912 -0.3969  0.461
C -1.2741 -4.7279 -3.5177  -1.644
H 4.3953 -2.5064 -4.2619  0.426
H -3.5051 3.1811 -1.3558  0.492
H 4.7513 1.3191 2.4030  0.592
C -5.2035 -2.4226 1.0569  -1.732
C -2.0247 4.1310 2.0862  -0.540
H -1.8850 -2.5791 -5.1335  0.333
C -0.7779 0.0815 1.4214  0.202
C 0.7272 -4.8305 -4.9826  -2.149
C 1.7009 -2.6958 -3.3151  -0.104
O -0.4601 5.2804 -2.0318  -0.728
O 1.9690 0.1833 -1.1168  -0.266
H -4.6993 -2.2963 3.7526  0.405
C 4.8468 2.4025 0.5391  -0.729
H 4.1214 -0.0159 -3.6701  0.343
H 5.1364 1.5752 -0.1205  0.171
H 3.7265 4.2489 0.4150  0.214
C 3.8152 -1.6930 -2.3167  2.496
C -0.3118 -3.8901 -4.3715  2.207
C -1.7999 3.8805 -0.2921  0.525
H 4.8229 3.9720 -0.9309  0.545
H 1.3014 -5.3528 -4.2139  0.409
H 2.4799 0.5781 2.1138  0.130
H -5.6630 0.8735 2.0109  0.271
H -1.5560 -3.9867 -6.1475  0.452
H -2.0723 -4.1163 -3.0953  0.336
H 3.5218 -1.4690 -0.1672  -0.403
H 3.6127 2.6701 2.2943  0.316
N 2.9943 0.9424 1.3119  -0.998
H -4.9080 3.0148 0.6984  0.443
H -0.7436 -5.2054 -2.6916  0.358
Se -1.0728 0.4931 -1.4001  0.429
C 0.3264 -2.8084 -3.5006  -0.838
H 2.4245 3.7690 -1.3653  0.356
H 1.4372 -0.9878 4.7183  0.460
C 0.1860 1.3565 4.0633  -1.382
C -1.0934 -3.2263 -5.5137  -1.643
C 4.1226 -2.0599 -0.8563  -0.917
H -1.5533 -1.9030 -2.9787  0.542
O 0.4839 0.4867 1.2488  -0.197
H -5.6116 0.2298 0.3662  0.315
H 5.7796 2.8322 0.9086  0.521
C -3.1123 3.4572 -0.3857  -0.585
C 2.2972 -1.7185 -2.5228  -0.372
C 1.4523 -0.7869 -1.8904  0.244
H 1.3089 -1.0309 2.9449  0.095
C -2.9461 -0.4955 0.4872  -0.805
C -0.4774 -1.8781 -2.8580  -0.689
H 4.2148 -3.7358 -2.9978  0.447
S -0.7659 3.9144 -1.7327  1.265
H 0.3364 -2.1169 3.9170  0.375
H -1.6028 4.3875 3.0473  0.526
H -5.0342 -2.2397 -0.0052  0.313
C -5.8236 -0.0225 1.4067  -1.546
C -5.2977 -1.4764 3.3493  -2.194
C 0.7510 -1.1072 3.8751  -1.523
C 4.5397 -2.7141 -3.1997  -2.429
C -2.6008 -0.6015 2.8295  -0.236
H -3.9388 3.6131 2.8938  0.417
C -1.6296 -0.0947 0.3262  0.372
H 1.1679 5.9335 2.9152  0.326
H 0.2215 -5.5843 -5.5887  0.437
As 0.6246 4.6462 1.1725  1.000
H 5.1830 -1.9114 -0.6341  0.403
C -3.8850 3.3617 0.7651  -0.383
O 1.5447 5.6768 0.3262  -0.793
N 2.9689 2.9706 -1.0286  -0.650
H -5.1657 -0.6048 3.9940  0.399
C -3.4634 -0.7573 1.7477  -0.330
C 4.4020 -0.3143 -2.6578  -1.319
C -0.3799 -0.0676 3.9517  2.662
C 4.1228 3.4828 -0.2512  -0.549
H 2.3418 -3.4061 -3.8132  0.486
H 3.8797 -3.1077 -0.6695  0.401
C 4.0772 1.8594 1.7355  -0.502
H -6.2417 -2.7405 1.1790  0.473
Re 1.5053 1.7032 0.0069  2.689
C -4.9278 -1.1689 1.8980  2.153
H 0.8524 1.4255 4.9279  0.526
H -0.4599 -0.2335 6.0929  0.480
H -6.8776 -0.3021 1.4799  0.498
H 0.7278 1.6653 3.1724  0.051
H -4.5535 -3.2442 1.3643  0.353
H -0.4320 -2.6178 -6.1334  0.353
H 5.6103 -2.6634 -2.9918  0.466
H -0.6268 2.0716 4.2147  0.217
C -1.2728 -0.1991 2.7143  -0.828
H -6.3473 -1.7720 3.4022  0.449
H 3.2921 2.4670 -1.8524  0.355
H 5.4932 -0.3504 -2.6045  0.494
O -1.3952 3.1360 -2.7609  -0.729